Entry 1:
Density functional theory data (ωB97M-V/def2-TZVPD) for a 9-piece molecular cluster, C49H51NO2 overall.

SMILES string   C[N+](=O)[O-].c1ccccc1.c1ccccc1.c1ccccc1.c1ccccc1.c1ccccc1.c1ccccc1.c1ccccc1.c1ccccc1
DFT total energy   -57219.74001 eV
Kohn-Sham gap   9.6 eV
Lowest unoccupied orbital energy   0.5 eV
HOMO level   -9.1 eV

Cartesian coordinates (Å):
H: -1.7508 -3.3247 4.4679
C: -0.9965 -1.3628 0.0698
H: 3.8802 2.1001 -4.1892
H: -3.3823 5.2424 -2.6073
H: 2.5540 1.6186 -2.1639
C: 0.9698 4.6058 1.0904
H: 4.3515 -0.1788 2.9707
C: -1.7581 -5.1681 3.5572
H: 4.7600 -2.5027 2.1856
N: -0.3559 0.9462 -6.0893
C: 0.2286 -0.8466 0.5084
H: -4.2339 -3.8393 1.4865
C: -5.5902 -4.5265 -2.1337
H: -0.1728 -6.1767 0.7041
C: -0.1030 2.5534 3.9831
H: -5.8430 -4.8025 -3.1774
H: 0.8779 -3.9641 0.9858
C: 3.8519 0.0604 -4.8122
C: 0.1566 -0.0324 -5.0837
C: -1.0668 0.1678 4.9849
C: -0.0261 4.3287 -4.4482
H: 0.8599 4.8641 -2.5815
C: 3.7524 -1.0116 3.3587
C: 3.5520 1.1090 -3.9356
C: -0.6136 1.1385 5.8938
H: -2.4476 -5.5860 4.2483
H: 0.7040 6.0098 2.7799
C: 2.1587 -1.8433 4.8996
H: -0.7491 -0.5458 -4.6657
C: 1.8063 4.2143 0.0673
C: -0.1898 1.1899 -0.6727
C: -5.9713 -3.8141 0.0973
H: 3.3111 -4.5136 3.0713
H: 4.3576 0.2127 -5.7812
C: -1.2740 -3.8760 3.6359
H: 1.6754 -0.6684 -1.6730
H: -3.4145 4.3682 -4.9888
H: -2.0191 1.2430 -1.9190
C: 3.4312 5.8284 0.6775
H: 0.8670 -1.4182 1.2447
H: 0.7565 0.5139 -4.3868
H: -3.5489 -5.3252 -2.4320
C: -0.8784 0.3018 3.6248
C: -1.2754 -6.1102 2.5900
H: 1.5549 0.8413 0.2966
H: -1.2364 -2.3742 0.3192
C: -2.4201 4.5123 -4.4842
C: 2.6323 6.2075 1.7310
C: -0.4752 1.5401 3.1234
C: -0.0706 4.6684 -3.1339
C: 0.5992 0.4148 0.1320
C: 3.9647 -2.3107 2.9058
C: -0.2509 -3.4529 2.7775
C: 0.1628 -4.3172 1.7545
H: 1.4791 3.4928 -0.6532
C: -4.2531 -4.8460 -1.6828
C: -0.4125 -5.6086 1.6148
C: -1.2399 5.0742 -2.4763
H: 3.4872 -1.9637 -5.3642
C: 2.3650 -0.4775 -2.5343
H: -1.0862 5.4759 -1.4735
H: 2.1961 -2.4881 -3.3490
H: 0.2816 -2.5612 2.9567
H: -1.1747 -0.3787 2.8980
C: 2.8624 0.7890 -2.7865
C: -6.4556 -4.0238 -1.1612
O: 0.4242 1.8193 -6.3706
H: 1.8716 -4.0506 4.9717
H: -2.6858 -4.6270 -0.3066
C: -3.7990 -4.5706 -0.3801
C: 3.1971 -3.4148 3.3798
C: 3.0124 4.8687 -0.2214
H: -0.0520 4.2014 1.1592
C: 1.3632 5.6277 2.0073
H: 0.3008 3.5021 3.6396
H: -0.7595 0.9141 6.9092
H: 0.1334 2.1315 -1.0697
C: -4.6452 -4.0972 0.5068
C: 2.3514 -3.1551 4.4625
H: -1.2498 -0.8431 5.4144
C: 3.3875 -1.2435 -4.5955
H: 1.4934 -1.7405 5.7737
H: 0.9307 4.1408 -4.9791
H: -6.7002 -3.4143 0.8323
H: 2.8147 7.1585 2.1962
H: 3.5408 4.6185 -1.0891
H: -1.3503 3.8224 -6.1289
H: 2.7554 0.1968 4.8360
C: 2.6096 -1.5016 -3.4926
C: -2.4636 4.9404 -3.1449
C: -1.2361 4.1688 -5.0959
H: 0.7808 -0.7306 -5.6496
C: -1.4051 0.6946 -1.1580
C: -1.7623 -0.6010 -0.8192
H: 0.1479 3.1612 6.0810
O: -1.4858 0.8323 -6.5781
H: -0.3717 1.6233 2.0140
C: -0.1785 2.3809 5.3913
C: 2.9016 -0.7930 4.4055
H: -1.7915 -7.1000 2.4359
H: 4.2984 6.4562 0.4834
H: -7.4839 -3.7177 -1.3508
H: -2.6058 -1.0523 -1.3225

---

Entry 2:
Density functional theory data (ωB97M-V/def2-TZVPD) for a 2-piece molecular cluster, C6H16N2O overall.

SMILES string   C=CCCCNCN.O
DFT total energy   -11506.34955 eV
Kohn-Sham gap   9.2 eV
Lowest unoccupied orbital energy   0.8 eV
HOMO level   -8.4 eV

Cartesian coordinates (Å):
H: -0.6567 -1.4584 -0.5020
C: -1.3893 -2.0757 1.8282
H: -1.1284 -3.0255 1.4412
H: -1.2774 1.4083 -2.8046
N: -1.1905 2.1047 -0.9526
C: -1.1333 0.9001 -1.7980
H: 0.9631 -2.3271 1.3713
H: -1.5599 1.8560 0.0311
H: -0.6928 -0.0932 2.4040
C: -0.4281 -1.0661 1.9474
N: 0.1824 0.1581 -1.9103
H: -2.3801 -1.7661 2.0165
H: -1.8777 0.0344 -1.6585
H: 1.7421 -1.0339 2.3302
H: -1.7080 2.8459 -1.3628
H: 1.9216 2.9058 0.5201
C: 0.2461 -0.9078 -0.9398
C: 0.9272 -1.2778 1.5763
H: 1.0512 0.7314 -1.9197
H: 0.8515 2.4712 -0.4565
H: 2.1712 -0.9686 -0.1095
H: 0.8730 -1.7807 -1.4511
H: 1.5306 0.4640 0.5116
O: 1.7777 2.4114 -0.3444
C: 1.1845 -0.5100 0.2319

---

Copy entry 2 word for word.
Density functional theory data (ωB97M-V/def2-TZVPD) for a 2-piece molecular cluster, C6H16N2O overall.

SMILES string   C=CCCCNCN.O
DFT total energy   -11506.34955 eV
Kohn-Sham gap   9.2 eV
Lowest unoccupied orbital energy   0.8 eV
HOMO level   -8.4 eV

Cartesian coordinates (Å):
H: -0.6567 -1.4584 -0.5020
C: -1.3893 -2.0757 1.8282
H: -1.1284 -3.0255 1.4412
H: -1.2774 1.4083 -2.8046
N: -1.1905 2.1047 -0.9526
C: -1.1333 0.9001 -1.7980
H: 0.9631 -2.3271 1.3713
H: -1.5599 1.8560 0.0311
H: -0.6928 -0.0932 2.4040
C: -0.4281 -1.0661 1.9474
N: 0.1824 0.1581 -1.9103
H: -2.3801 -1.7661 2.0165
H: -1.8777 0.0344 -1.6585
H: 1.7421 -1.0339 2.3302
H: -1.7080 2.8459 -1.3628
H: 1.9216 2.9058 0.5201
C: 0.2461 -0.9078 -0.9398
C: 0.9272 -1.2778 1.5763
H: 1.0512 0.7314 -1.9197
H: 0.8515 2.4712 -0.4565
H: 2.1712 -0.9686 -0.1095
H: 0.8730 -1.7807 -1.4511
H: 1.5306 0.4640 0.5116
O: 1.7777 2.4114 -0.3444
C: 1.1845 -0.5100 0.2319